A molecular structure, C29H37GeO5RuS2. Source: the OMol25 dataset; level of theory: ωB97M-V/def2-TZVPD.

electronic energy = -121674.7866 eV
frontier orbital gap (alpha / beta) = 6.90 / 6.76 eV
2S+1 = 2
expectation value of S² = 0.783
energy relative to the best compared isomer or geometry (same formula, charge and spin) = 15.7 kcal/mol
max |F| = 1.682 eV Å⁻¹

Geometry as XYZ:
```
75
Properties=species:S:1:pos:R:3:forces:R:3:lowdin_spin:R:1
Ru 0.2238 -0.1586 -0.0563 1.501 0.438 -0.620 1.018
C 1.3364 -6.5333 -0.8075 0.044 0.004 -0.056 0.000
O 2.6237 -6.0358 -0.4899 -0.042 -0.018 0.074 0.000
C 2.7796 -4.6889 -0.4389 -0.023 0.015 -0.079 0.001
C 4.0369 -4.2516 0.0146 -0.001 0.020 -0.002 0.003
C 4.2682 -2.9062 0.0949 0.012 -0.035 -0.010 -0.001
C 3.2948 -1.9481 -0.2463 0.057 0.125 0.095 0.004
C 3.5689 -0.5350 -0.0451 -0.182 -0.085 -0.069 0.007
C 4.9941 -0.0384 0.0802 -0.009 -0.007 0.006 0.003
O 2.6697 0.3036 0.0438 0.114 0.068 0.034 0.045
C 2.0359 -2.3917 -0.7414 -0.040 0.088 -0.153 0.005
O 1.1129 -1.6015 -1.2122 -0.112 -0.140 -0.176 0.009
C 1.8088 -3.7860 -0.8152 0.050 -0.065 0.030 0.004
H 1.3930 -7.6122 -0.6913 -0.002 0.001 -0.009 0.000
H 1.0614 -6.2927 -1.8378 -0.007 0.004 0.010 0.000
H 0.5814 -6.1309 -0.1293 -0.021 0.002 0.021 0.000
H 4.7821 -4.9834 0.2912 0.000 -0.001 0.014 0.000
H 5.2294 -2.5694 0.4618 -0.005 -0.011 0.005 0.000
H 5.7218 -0.6902 -0.3963 -0.001 0.016 -0.008 0.000
H 5.2490 0.0638 1.1372 0.006 -0.017 0.004 0.000
H 5.0397 0.9523 -0.3698 -0.010 0.008 0.022 0.000
H 0.8475 -4.0967 -1.1959 -0.023 -0.006 -0.020 0.000
O 0.6615 2.1540 0.5990 -0.089 0.066 -0.191 0.009
S 1.6441 3.0765 -0.0675 -0.008 -0.102 0.154 0.003
C 0.6955 4.5741 -0.4900 -0.110 -0.005 -0.020 0.000
C -0.7452 4.2684 -0.8919 0.022 0.044 -0.009 0.000
C -1.6868 4.2114 0.3104 -0.032 0.016 -0.048 0.000
C -3.0674 3.6699 -0.0514 0.047 0.048 0.057 0.001
S -3.1631 1.8607 0.0744 0.112 -0.062 -0.276 0.000
O -1.8702 1.3383 -0.4818 -0.438 0.130 0.103 0.010
C -3.1180 1.7602 1.8572 -0.018 0.026 0.080 -0.001
C -1.9308 1.6060 2.5514 0.045 0.013 0.035 -0.002
C -1.9755 1.4849 3.9347 -0.002 -0.013 -0.006 0.000
C -3.1900 1.5163 4.6034 -0.013 0.009 0.002 0.000
C -4.3756 1.6712 3.8946 0.013 0.005 -0.001 0.000
C -4.3420 1.7846 2.5148 0.040 0.056 0.018 0.000
C 1.9062 2.5275 -1.7514 0.027 0.017 -0.030 0.000
C 3.0001 3.0597 -2.4205 0.008 -0.007 -0.005 0.000
C 3.2623 2.6578 -3.7208 -0.005 0.002 0.008 0.000
C 2.4466 1.7147 -4.3342 -0.013 -0.003 0.009 0.000
C 1.3666 1.1779 -3.6497 0.034 -0.021 -0.015 0.000
C 1.0911 1.5907 -2.3547 -0.006 -0.031 0.061 0.000
H 1.2614 5.0473 -1.2931 0.018 0.038 0.020 0.000
H 0.7387 5.2229 0.3877 0.016 -0.027 0.014 0.000
H -0.7829 3.3243 -1.4357 -0.035 -0.010 0.002 0.000
H -1.0930 5.0479 -1.5757 0.031 -0.017 -0.034 0.000
H -1.7981 5.2177 0.7237 -0.011 -0.006 0.021 0.000
H -1.2447 3.5924 1.0895 0.026 0.040 0.013 0.000
H -3.3437 3.9137 -1.0798 -0.002 -0.014 0.000 0.000
H -3.8534 4.0373 0.6105 -0.006 0.031 -0.022 0.000
H -0.9855 1.5813 2.0265 -0.006 -0.051 -0.044 -0.001
H -1.0529 1.3610 4.4866 0.001 -0.006 0.005 0.000
H -3.2165 1.4134 5.6804 0.000 -0.002 0.004 0.000
H -5.3241 1.6845 4.4148 -0.003 -0.002 0.002 0.000
H -5.2623 1.8733 1.9483 -0.002 -0.018 -0.005 0.000
H 3.6506 3.7708 -1.9231 0.004 -0.005 0.000 0.000
H 4.1131 3.0673 -4.2494 0.005 -0.002 0.001 0.000
H 2.6626 1.3884 -5.3429 0.004 0.000 -0.003 0.000
H 0.7425 0.4238 -4.1100 -0.003 -0.003 0.005 0.000
H 0.2338 1.1623 -1.8366 -0.141 0.141 -0.118 0.001
C -3.7268 -1.5230 1.6420 -0.028 0.032 0.066 -0.003
Ge -2.1450 -2.1136 0.6380 -0.163 0.008 -0.265 -0.005
C -2.4952 -1.8697 -1.2761 0.009 -0.017 -0.079 0.007
C -1.9828 -4.0469 0.9150 0.094 -0.044 0.124 -0.001
C -0.5254 -1.1465 1.1620 -0.868 -0.366 1.204 -0.114
H -4.4892 -2.3034 1.6178 -0.005 -0.010 -0.003 0.000
H -4.1484 -0.6216 1.1965 -0.019 -0.098 0.003 0.000
H -3.4876 -1.3044 2.6844 -0.011 0.000 -0.004 0.000
H -3.1363 -2.6712 -1.6501 -0.031 0.007 0.040 0.001
H -1.5520 -1.9012 -1.8242 0.004 0.000 0.012 0.002
H -2.9772 -0.9125 -1.4762 0.037 -0.003 0.018 0.000
H -2.9607 -4.5081 0.7660 0.004 -0.010 -0.004 0.000
H -1.6284 -4.2987 1.9154 -0.005 0.007 -0.013 0.000
H -1.2890 -4.4653 0.1879 0.060 -0.036 -0.027 0.000
H -0.1699 -1.2173 2.2033 0.105 -0.152 0.024 -0.006
```
Positions in Å, forces in eV/Å.



A molecular structure, C29H37HgN5S. Source: the OMol25 dataset; level of theory: ωB97M-V/def2-TZVPD.

charge = -2
electronic energy = -53129.8712 eV
frontier orbital gap = 3.31 eV
2S+1 = 1
max |F| = 3.316 eV Å⁻¹

Geometry as XYZ:
```
73
Properties=species:S:1:pos:R:3:forces:R:3:mulliken_charge:R:1
Hg -0.9756 0.4164 -0.5343 0.353 2.614 2.009 -0.054
N -2.6199 -1.6301 0.4905 -1.021 0.147 -0.082 -0.121
N -0.8022 -2.4649 -1.6437 -0.356 1.634 -2.493 0.397
C 2.4518 0.8863 -0.3678 -0.687 -0.477 0.967 0.507
C 2.6627 -0.4138 0.1719 -0.202 1.117 0.701 0.604
C 2.3626 -0.3652 1.5610 -0.203 1.119 -0.996 0.419
C 2.4663 -1.4832 2.5165 0.008 -0.269 0.304 -1.127
H 2.3720 -2.4427 1.9918 0.062 -0.020 0.175 0.296
H 1.6571 -1.4246 3.2572 0.244 -0.173 -0.015 -0.088
H 3.4306 -1.4632 3.0499 0.005 -0.264 0.136 0.197
C 1.9242 0.9541 1.8657 0.137 -0.566 -1.491 0.527
C 1.5826 1.4630 3.2027 -0.175 0.008 0.545 -0.935
H 2.4763 1.8269 3.7367 -0.075 0.114 0.142 0.244
H 1.1224 0.6663 3.8012 0.140 0.297 0.105 0.011
H 0.8614 2.2844 3.1354 0.003 0.028 0.130 0.246
C 1.8989 1.6994 0.6565 0.807 -1.098 0.380 0.118
C 1.3366 3.0578 0.5024 0.216 0.525 0.135 -1.841
H 0.4068 3.1666 1.0805 0.122 0.025 -0.217 0.308
H 1.1132 3.2885 -0.5468 -0.059 -0.014 0.161 0.323
H 2.0556 3.8040 0.8712 -0.093 0.375 -0.039 0.275
C 3.0921 -1.6165 -0.5688 0.207 -0.344 -0.103 -1.543
H 4.1357 -1.8787 -0.3344 0.048 -0.244 -0.198 0.283
H 3.0078 -1.4576 -1.6505 0.068 -0.148 0.043 0.284
H 2.4617 -2.4781 -0.3058 0.101 -0.022 -0.129 0.233
C 2.7648 1.3571 -1.7348 0.013 0.221 -0.339 -1.037
H 1.9065 1.8841 -2.1784 0.104 -0.055 -0.165 0.026
H 3.0519 0.5283 -2.3921 -0.057 0.104 -0.033 0.300
H 3.6114 2.0676 -1.7217 -0.086 -0.047 -0.174 0.261
C -3.4286 -1.3062 1.4979 0.783 -0.802 0.817 -0.048
H -4.0455 -0.4183 1.3661 0.217 0.056 -0.022 0.349
C -3.4540 -1.9930 2.7220 -0.929 0.156 -0.545 -1.059
H -3.9406 -1.5495 3.5852 -0.144 -0.192 -0.136 0.323
C -2.8077 -3.2419 2.7792 0.445 -0.205 -0.896 -0.054
H -2.8821 -3.8863 3.6595 -0.004 0.193 -0.139 0.528
C -2.0563 -3.6434 1.6931 0.067 0.216 0.401 -1.177
H -1.4937 -4.5748 1.6840 -0.200 -0.039 0.127 0.223
C -1.8602 -2.7571 0.5652 0.671 -0.596 -0.396 1.282
C -0.9185 -3.0931 -0.4337 -1.003 -1.210 2.274 -0.988
H -0.3842 -4.0405 -0.3425 -0.084 0.358 -0.074 0.117
C -1.2345 -1.1788 -1.9259 0.883 -2.638 -1.061 -0.955
C -0.2722 -3.0595 -2.8084 -0.279 0.131 1.629 -0.651
H 0.0778 -4.0709 -2.8108 0.082 -0.196 -0.031 0.428
C -0.2765 -2.1272 -3.7562 0.212 0.984 -1.003 -0.692
H 0.1003 -2.1529 -4.7591 -0.008 -0.151 -0.156 0.499
N -0.8112 -0.9602 -3.2173 -0.100 -1.197 -0.683 0.591
C -0.9284 0.2977 -3.8670 0.192 0.190 0.241 -0.085
C 0.1657 0.8522 -4.5643 -0.678 0.345 0.395 1.518
C 0.0730 2.1890 -4.9764 -0.370 -0.248 0.021 -0.878
H 0.9156 2.6287 -5.5137 -0.163 -0.054 0.135 0.228
C -1.0537 2.9628 -4.6971 -0.046 -0.377 0.081 0.748
C -1.1557 4.3935 -5.1289 0.017 0.340 0.002 -1.548
H -1.0046 5.0806 -4.2859 0.032 -0.109 -0.111 0.292
H -2.1536 4.5999 -5.5341 0.165 0.015 -0.006 0.363
H -0.4115 4.6261 -5.8957 -0.072 0.044 0.056 0.366
C -2.1170 2.3853 -4.0029 0.265 -0.369 -0.295 -1.192
H -2.9939 2.9883 -3.7580 0.183 -0.159 -0.096 0.236
C -2.0946 1.0425 -3.6216 0.341 0.385 -0.072 1.207
C -3.3023 0.4543 -2.9673 -0.764 0.176 0.596 -1.009
H -3.7714 -0.3297 -3.5778 0.189 0.073 0.015 0.266
H -4.0311 1.2629 -2.8246 -0.011 -0.205 -0.135 0.339
H -3.1058 0.0214 -1.9717 -0.032 0.146 -0.518 0.215
C 1.4293 0.0976 -4.8284 0.620 -0.070 -0.148 -2.074
H 1.3647 -0.4814 -5.7626 -0.018 0.021 0.192 0.397
H 1.7047 -0.5897 -4.0189 -0.160 0.234 -0.166 0.235
H 2.2567 0.8083 -4.9527 -0.165 -0.152 0.053 0.454
N -0.5807 -2.7329 5.5082 0.196 -0.847 0.500 -0.454
C -0.6739 -1.4189 5.2108 -0.428 0.777 -2.438 0.471
N -0.6310 -0.5828 6.2828 0.032 0.500 0.979 -0.509
S -0.9065 -0.8687 3.6304 0.403 -0.238 1.882 -0.213
H -0.3600 -3.0403 6.4481 -0.112 0.022 -0.395 0.150
H -0.6526 -3.4188 4.7660 0.115 0.457 0.151 0.225
H -0.6257 0.4124 6.0963 0.141 -0.422 -0.203 0.269
H -0.1697 -0.8769 7.1363 -0.105 0.071 -0.284 0.155
```
Positions in Å, forces in eV/Å.



A molecular structure, C29H38AsN4NaO4S4. Source: the OMol25 dataset; level of theory: ωB97M-V/def2-TZVPD.

electronic energy = -153434.7395 eV
frontier orbital gap = 7.60 eV
2S+1 = 1
energy relative to the best compared isomer or geometry (same formula, charge and spin) = 13.8 kcal/mol
max |F| = 1.520 eV Å⁻¹

Geometry as XYZ:
```
81
Properties=species:S:1:pos:R:3:forces:R:3:mulliken_charge:R:1
Na -0.5594 -0.4644 0.0383 -0.956 0.749 -0.914 0.822
C -2.9112 -3.1120 -2.9134 -0.008 -0.099 -0.123 -1.141
C -2.0880 -2.6098 -4.1013 -0.233 0.018 0.061 -0.541
S -0.3381 -2.5303 -3.6645 0.189 0.069 0.107 -0.056
C 0.2773 -1.2204 -4.7571 0.103 0.116 -0.169 -0.959
C 0.2619 0.2373 -4.2412 0.104 -0.159 -0.058 -0.323
S -0.9956 0.4067 -2.9614 0.065 -0.149 0.108 0.100
C -1.3081 2.1809 -2.9173 -0.201 0.139 0.133 -0.596
C -2.7564 2.3588 -2.4472 0.026 0.085 -0.136 -1.155
S -3.0922 1.4591 -0.8994 0.014 -0.008 0.025 0.311
C -4.4857 0.3901 -1.3507 -0.078 -0.031 -0.042 -0.872
C -4.1865 -0.7733 -2.2919 -0.017 0.257 0.060 -0.844
S -3.0765 -1.9667 -1.5245 0.050 -0.169 0.079 0.307
H -2.4735 -4.0219 -2.4967 0.047 0.046 -0.007 0.430
H -3.9141 -3.3818 -3.2529 0.002 0.017 -0.010 0.418
H -2.4322 -1.6212 -4.4070 0.071 -0.017 0.014 0.261
H -2.2316 -3.2923 -4.9407 0.006 -0.020 -0.016 0.493
H -0.2617 -1.2834 -5.7014 -0.083 -0.056 0.009 0.396
H 1.3059 -1.5034 -4.9737 0.032 -0.001 -0.022 0.417
H 0.0194 0.9010 -5.0717 -0.006 0.033 -0.006 0.369
H 1.2449 0.5201 -3.8644 -0.017 -0.044 0.089 0.003
H -1.1807 2.6292 -3.9038 -0.033 -0.058 -0.056 0.549
H -0.6185 2.6749 -2.2312 0.006 -0.011 0.047 0.158
H -3.4391 1.9817 -3.2104 0.021 -0.005 0.012 0.378
H -2.9794 3.4147 -2.2920 0.021 0.011 0.013 0.534
H -5.2838 1.0019 -1.7711 0.013 0.067 -0.060 0.528
H -4.8596 0.0182 -0.3955 0.047 -0.027 0.019 0.111
H -3.7344 -0.4016 -3.2134 0.007 0.013 0.019 0.244
H -5.1244 -1.2736 -2.5434 -0.017 -0.004 0.009 0.609
O 1.0387 -1.6828 -0.5919 0.643 -0.509 -0.167 -0.480
C 1.9335 -2.1964 0.0703 -0.132 0.250 0.238 -0.743
C 2.2440 -1.9263 1.4642 0.057 -0.162 -0.356 0.860
C 3.4301 -2.4756 1.9549 -0.114 -0.009 -0.256 -0.403
C 3.8430 -2.1858 3.2229 0.587 -0.090 0.317 -0.696
C 3.0893 -1.3426 4.0578 -0.100 0.126 0.037 -0.588
C 1.9125 -0.8104 3.6111 0.102 -0.111 0.006 -0.411
C 1.4106 -1.0889 2.2915 -0.057 0.041 -0.042 0.124
O 0.3126 -0.6155 1.8852 0.512 -0.203 1.019 -0.357
N 5.1072 -2.7565 3.7108 -0.750 -0.130 0.033 1.038
O 5.7014 -3.5363 2.9899 0.137 0.072 -0.132 -0.644
O 5.4633 -2.4633 4.8373 0.125 0.168 0.068 -0.652
H 2.6034 -2.9240 -0.4213 0.079 -0.020 0.006 0.278
H 4.0362 -3.1206 1.3281 -0.026 0.058 0.030 0.522
H 3.4588 -1.1289 5.0526 -0.011 -0.016 -0.044 0.515
H 1.3147 -0.1635 4.2431 0.027 -0.032 -0.018 0.417
C -4.6584 -1.2080 2.0935 -0.110 0.042 0.057 -1.357
As -2.7450 -0.8506 1.9340 0.076 -0.241 0.187 0.807
C -2.1786 -2.6912 2.3282 0.017 0.115 -0.007 -1.092
C -2.4722 -0.0558 3.6985 0.020 -0.039 -0.034 -1.123
H -4.8643 -1.7235 3.0317 -0.064 -0.004 -0.001 0.455
H -4.9756 -1.8351 1.2603 -0.023 -0.016 0.000 0.335
H -5.2162 -0.2714 2.0687 -0.045 -0.011 0.008 0.396
H -2.6389 -3.0338 3.2549 0.012 -0.009 0.029 0.413
H -1.0928 -2.7316 2.4141 -0.068 0.018 0.003 0.211
H -2.5023 -3.3381 1.5126 0.016 0.000 -0.024 0.297
H -2.7830 -0.7451 4.4837 -0.004 0.008 0.019 0.411
H -3.0594 0.8589 3.7693 0.000 0.044 0.018 0.364
H -1.4151 0.1831 3.8060 -0.028 -0.019 -0.012 0.092
C -0.2241 3.9275 2.3367 -0.003 0.018 0.011 -1.032
C -0.7955 3.0553 1.4218 0.241 -0.161 0.042 -0.392
N -0.0934 2.0860 0.8286 -0.062 0.115 -0.109 0.555
C 1.2026 1.9923 1.1144 -0.292 -0.297 -0.278 -0.619
C 1.8829 2.8402 1.9727 0.430 0.008 0.078 0.689
C 1.1286 3.8109 2.6176 0.000 0.186 0.125 -0.633
C 3.3313 2.6392 2.2370 -0.449 0.085 0.179 -0.994
C 4.2593 2.2014 1.3917 0.171 -0.118 -0.461 -0.292
C 4.1063 1.9397 -0.0681 0.135 -0.133 0.551 0.554
C 3.4163 2.7931 -0.9138 -0.154 0.300 -0.037 -0.284
C 3.3228 2.4388 -2.2407 0.020 -0.084 -0.160 -0.193
N 3.8656 1.3207 -2.7306 0.060 -0.042 0.347 -0.597
C 4.5331 0.5868 -1.8392 -0.003 0.138 0.117 -0.247
N 4.7008 0.8408 -0.5381 -0.152 -0.053 -0.393 -0.547
H -0.8347 4.6764 2.8241 0.038 -0.005 -0.002 0.475
H -1.8535 3.1134 1.1826 0.076 -0.045 -0.035 0.302
H 1.7331 1.1633 0.6574 -0.054 0.046 -0.004 0.624
H 1.5988 4.4732 3.3368 -0.020 -0.007 -0.030 0.516
H 3.6445 2.8118 3.2627 -0.046 -0.001 -0.017 0.383
H 5.2450 1.9710 1.7821 -0.014 0.033 -0.048 0.456
H 2.9608 3.7016 -0.5437 0.017 -0.017 -0.003 0.414
H 2.7933 3.0753 -2.9422 0.005 -0.041 -0.036 0.478
H 5.0005 -0.3179 -2.2109 0.001 -0.005 -0.005 0.443
```
Positions in Å, forces in eV/Å.



The lowest electronic energy belongs to which entry? C29H38AsN4NaO4S4



Number 2 is which compound? C29H37HgN5S



Which formula does entry 3 have? C29H38AsN4NaO4S4